No. 1
68
Properties=species:S:1:pos:R:3:mulliken_charge:R:1 method="wB97M-V/def2-TZVPD" e_tot_ev=-95618.827 s_squared=8.7809 lumo_ev="-6.93 / -8.90" charge=+2 multiplicity=6 gap_ev="6.0 / 4.9" relative_energy_kj_mol=33.3
C -2.043 -0.025 -2.803 2.170
H -2.774 -1.362 -4.373 0.318
H -3.369 0.290 -4.462 0.526
H -0.421 -0.311 -4.241 0.296
C -0.587 -2.763 -2.258 1.756
H 2.172 -0.681 1.761 0.519
H -6.424 -3.104 0.763 0.424
H -5.775 -3.914 -1.480 0.469
C -0.079 2.756 0.711 0.620
C -3.946 -2.806 -1.525 -0.197
H -2.910 1.944 -2.661 0.578
H 1.031 -1.533 -3.079 0.226
H -2.845 -0.777 0.947 -0.179
C -3.347 3.831 3.249 -0.708
H 1.253 -1.979 -1.373 -0.017
C 1.169 2.511 -0.056 0.211
C -2.611 1.140 -1.984 -1.898
H -3.683 -3.176 -2.505 0.238
H -2.079 -3.560 -3.657 0.231
H -3.009 7.186 2.944 0.436
C -3.106 -1.915 -0.854 0.665
H 0.027 4.760 0.444 0.247
C -4.683 -1.871 0.985 -0.702
H -1.180 6.513 1.445 0.442
H -4.379 5.477 4.116 0.429
H -0.434 -4.103 -3.917 0.521
C -2.314 3.444 2.387 1.166
C 2.405 0.966 -1.204 -0.190
N -0.723 1.711 1.154 -0.136
N -0.476 4.021 0.917 0.010
C -1.781 5.763 1.947 -0.881
H 1.498 -3.176 -2.643 0.638
H -4.966 -1.513 1.967 0.454
C 1.406 -1.305 1.311 -0.986
H 4.311 1.584 -1.972 0.482
H -1.709 -4.296 -1.165 0.358
H -3.492 0.839 -1.412 0.358
H -3.952 3.081 3.745 0.444
C 2.149 3.476 -0.199 -0.781
H -4.027 -0.808 -3.253 0.388
H 2.477 -0.050 -1.569 0.288
N 1.295 1.272 -0.542 0.623
H -0.893 -2.477 -4.402 0.384
C -2.806 6.134 2.790 -0.583
C -3.585 5.169 3.450 -0.712
H 2.062 4.451 0.264 0.483
C -5.134 -3.225 -0.946 -0.839
C 3.429 1.881 -1.423 -0.805
H 4.083 3.890 -1.040 0.465
H -1.860 1.539 -1.294 0.363
C -3.115 -0.521 -3.774 -1.692
Fe -0.131 -0.358 0.217 0.074
C -0.700 -3.888 -1.222 -1.602
C -1.040 -3.238 -3.638 -1.680
C 3.300 3.155 -0.907 -0.730
C -5.503 -2.762 0.310 -0.691
P -1.531 -1.312 -1.535 0.770
C 0.884 -2.323 -2.343 -1.372
C -1.518 4.412 1.745 0.218
I -0.213 -1.483 2.713 0.024
H 1.755 -2.310 1.101 0.527
H -1.071 1.320 -4.176 0.541
S -2.051 1.776 2.095 0.004
H -0.415 -3.547 -0.222 0.203
C -3.492 -1.457 0.405 -0.138
C -0.804 0.453 -3.566 -1.725
H -0.024 -4.699 -1.503 0.511
H -0.003 0.754 -2.886 0.149


No. 2
23
Properties=species:S:1:pos:R:3:mulliken_charge:R:1 method="wB97M-V/def2-TZVPD" e_tot_ev=-15094.757 lumo_ev=0.85 smiles="[H]/N=C(/OCC)c1ccccc1O" gap_ev=9.8 relative_energy_kj_mol=234.3
C 3.073 -1.161 0.175 -0.414
C -0.765 -0.649 -0.287 0.590
H -2.840 0.565 1.817 0.251
H 3.059 2.109 0.176 0.324
C 1.687 -1.399 0.071 -0.640
C 3.579 0.102 0.198 -0.549
O -1.312 0.099 0.645 -0.296
C 2.673 1.121 -0.043 -0.479
O 0.584 2.107 -0.510 -0.527
H 1.329 -2.406 0.218 0.429
C 1.357 0.945 -0.147 0.637
C -3.576 0.539 -0.234 -1.198
H 3.711 -2.063 0.424 0.273
H 1.228 2.698 -0.877 0.312
H -0.657 -2.145 -1.540 0.286
H -3.474 0.238 -1.259 0.398
H 4.604 0.434 0.517 0.304
C -2.693 0.018 0.807 -0.267
H -2.884 -1.045 0.886 0.347
C 0.814 -0.348 -0.098 0.294
H -3.640 1.580 -0.030 0.306
N -1.248 -1.580 -0.932 -0.736
H -4.609 0.240 0.024 0.356


No. 3
102
Properties=species:S:1:pos:R:3:mulliken_charge:R:1 method="wB97M-V/def2-TZVPD" e_tot_ev=-162112.369 lumo_ev="3.92 / 3.92" charge=-2 gap_ev="5.0 / 5.0" relative_energy_kj_mol=1119.5
H 3.703 -2.083 2.991 0.554
H -3.793 -2.825 2.607 0.418
H 0.961 3.797 -3.208 0.585
H -1.576 -3.145 -1.456 0.366
N 0.868 4.220 0.765 0.353
C -0.942 7.074 2.279 -0.493
H -1.263 1.957 -0.983 -0.852
Cl 5.746 0.866 4.152 -0.242
C 3.511 -4.088 -2.970 -0.201
H -3.726 0.488 -0.948 0.669
H 2.775 1.179 1.004 0.538
H 2.768 -7.369 -3.377 0.360
H 1.338 3.520 1.336 0.027
Cl 4.776 -1.574 2.093 0.130
H -2.005 -3.906 1.385 0.508
C -3.542 0.255 0.103 -1.242
O 2.940 -1.857 3.985 -0.596
C 3.143 -2.594 -1.052 -1.089
C -0.301 5.857 -0.133 0.441
C -0.661 -0.070 -2.784 0.138
C -0.639 -1.194 -1.734 0.870
C 2.530 0.821 -2.685 -0.622
C -0.163 5.929 2.315 -1.035
C 4.768 -0.545 4.018 -0.472
C 2.840 -6.399 -2.903 -0.361
C 1.423 2.968 -2.691 -0.395
H -0.241 -2.855 0.241 0.190
H -1.209 7.565 3.207 0.370
O 3.646 0.144 1.032 -1.131
C 2.045 1.902 -0.589 2.385
C 0.147 5.336 1.098 0.590
C -1.395 7.608 1.063 -0.455
C 0.822 4.099 -0.596 -0.133
C 1.452 2.974 -1.291 0.231
C -1.678 1.942 0.025 0.238
O 2.551 0.360 4.401 -0.662
C -2.861 2.916 0.109 -0.713
H -2.806 -2.762 0.324 0.273
H -2.004 0.472 1.539 0.264
H -4.549 3.277 1.434 0.558
H 0.385 -1.583 -1.731 -0.536
H 1.004 -1.684 2.053 -0.341
H -1.952 1.057 -4.079 0.534
H -3.482 -1.584 -1.794 0.001
H -2.587 0.858 -2.463 -0.317
H -3.827 -0.789 0.238 0.186
C -0.670 -1.551 3.395 -0.287
H -0.855 -0.491 3.181 0.077
H -3.177 -1.223 2.238 -0.368
H 3.821 -5.468 -4.573 0.367
H -0.011 -1.563 4.263 0.398
H 6.267 -2.397 0.940 0.217
Pt 3.139 -0.975 -0.409 0.647
H -0.101 -0.422 -3.661 0.932
H 4.199 -2.141 0.790 0.030
H 5.236 -1.403 4.494 0.447
H -1.435 7.420 -1.087 0.425
H -3.185 2.470 2.177 0.276
C 3.433 -5.332 -3.571 -0.604
C -2.861 -0.868 -3.727 -1.370
H -1.769 -3.313 3.949 0.338
C -1.083 7.012 -0.147 -0.860
H -3.465 -2.825 -3.036 0.411
C 6.308 -2.308 2.059 -0.837
C 3.292 -0.584 4.174 0.545
C -4.432 1.152 0.981 -1.060
H -0.115 0.798 -2.414 -1.165
H 1.883 -7.034 -1.092 0.379
H -2.512 -1.821 4.514 0.475
H -0.868 2.272 0.685 0.442
H -3.873 -0.561 -4.014 0.520
H -2.005 8.504 1.077 0.373
C 2.459 -4.972 -1.001 -0.155
C -1.984 -2.273 3.669 -1.130
P -0.610 -0.578 0.028 0.092
Br 1.938 1.892 -5.275 -0.271
C 2.550 0.766 -1.299 -1.507
C -0.783 -2.203 0.937 0.862
H -2.492 3.936 0.226 0.298
C 0.052 -2.192 2.219 -0.653
C -2.921 -1.953 -2.657 -0.268
H 0.187 5.510 3.250 0.466
H 2.904 -0.017 -3.259 0.446
C -1.521 -2.365 -2.215 -1.181
C -2.160 -2.832 1.202 -1.447
H 0.288 -3.235 2.488 0.657
C 1.983 1.914 -3.358 -0.500
O 2.100 1.967 0.726 -0.720
C -2.873 -2.258 2.429 0.037
C -3.780 2.520 1.261 -0.908
H 2.106 -4.820 0.015 0.554
C -2.052 0.338 -3.262 -0.195
H -2.390 -1.284 -4.626 0.437
H -3.433 2.900 -0.826 0.196
C 2.343 -6.208 -1.622 -0.712
H -1.015 -2.817 -3.079 0.590
C 3.036 -3.892 -1.670 1.242
N 0.135 5.067 -1.174 -0.786
H 3.944 -3.242 -3.493 0.465
H -5.398 1.296 0.486 0.497
H -4.641 0.645 1.929 0.248
C -2.071 0.504 0.441 0.714